DFT (ωB97M-V with the def2-TZVPD basis set) results for a cluster of 10 separate species, C39H78Cl12F8O in total.

```
138
Properties=species:S:1:pos:R:3:forces:R:3
F -2.3314 -3.3764 -5.6221 0.312 -0.059 0.360
C -1.4117 -4.1131 -4.9455 0.830 -0.763 -0.378
F -0.1632 -3.6192 -5.2077 -0.795 -0.083 0.157
C -1.6871 -4.0932 -3.4346 -0.398 0.297 -0.511
F -1.4569 -2.8261 -2.9932 -0.099 -0.228 0.082
F -0.8295 -4.9415 -2.8201 -0.047 0.185 -0.121
C -3.1238 -4.4617 -3.1022 -0.502 0.514 0.781
O -3.3040 -5.8644 -3.2093 -0.113 -0.084 -0.380
C -4.6060 -6.2689 -3.2925 1.125 -0.920 -0.411
F -5.3095 -5.8443 -2.2299 -0.410 0.259 -0.079
F -5.1834 -5.8337 -4.4290 -0.289 0.264 0.238
C -4.5661 -7.8089 -3.2711 0.194 -0.853 0.498
F -5.8115 -8.3299 -3.4015 0.200 0.390 -0.189
F -3.7775 -8.3034 -4.2596 -0.381 0.440 -0.048
H -1.4258 -5.1504 -5.3072 -0.191 0.219 -0.013
H -3.8256 -3.9134 -3.7352 0.223 -0.044 -0.166
H -3.3321 -4.1623 -2.0704 0.248 0.077 -0.019
H -4.1471 -8.1747 -2.3262 -0.093 0.290 -0.016
Cl -2.5107 -6.0005 0.0625 -0.181 0.168 -0.179
C -1.1970 -5.0032 0.6611 0.462 -0.184 0.320
Cl -1.1227 -5.1624 2.4354 -0.061 0.455 -0.099
Cl -1.2783 -3.3173 0.0950 -0.062 -0.564 0.381
H -0.2663 -5.4461 0.3268 -0.004 0.224 -0.304
Cl 4.1129 -4.5831 3.4963 0.274 -0.121 0.089
C 2.6981 -4.7798 2.4832 -0.461 -0.472 0.341
Cl 2.7038 -6.3303 1.6170 0.133 0.136 -0.074
Cl 2.5171 -3.4280 1.4074 0.002 0.270 -0.432
H 1.8259 -4.8279 3.1258 0.053 0.151 0.034
Cl 1.5599 -1.7393 -3.7153 0.453 0.320 -0.060
C 2.0840 -2.3446 -2.1512 -0.313 -0.096 0.142
Cl 3.6226 -1.6964 -1.5655 -0.221 0.179 -0.226
Cl 2.1629 -4.1027 -2.1853 0.020 -0.204 0.036
H 1.2933 -2.0524 -1.4682 0.181 -0.057 0.217
Cl 5.4881 -0.1798 1.7272 -0.153 0.032 -0.117
C 7.1548 -0.5936 2.1114 -0.216 0.288 0.795
Cl 7.7795 0.5480 3.3476 -0.054 -0.293 -0.345
Cl 8.1573 -0.6225 0.6924 0.212 -0.011 -0.231
H 7.1324 -1.5721 2.5735 0.160 -0.025 -0.074
C -5.5382 -1.8917 -5.1726 0.048 0.128 -0.221
C -5.4288 -0.6219 -4.3419 0.329 0.031 0.738
C -4.5380 0.4935 -4.8917 -0.629 0.583 -0.544
C -5.1753 1.2242 -6.0974 -0.171 -0.164 0.915
C -4.2346 2.1893 -6.7929 -0.300 0.246 -0.517
C -3.7882 3.3385 -5.8778 -0.368 0.064 -0.572
H -6.2274 -2.6144 -4.7336 -0.046 0.072 0.087
H -4.5801 -2.3965 -5.3039 0.064 0.129 -0.056
H -5.9260 -1.6383 -6.1618 0.062 -0.178 -0.052
H -6.4394 -0.2406 -4.1678 0.021 0.202 -0.137
H -5.0525 -0.8313 -3.3338 -0.052 -0.345 -0.057
H -3.5176 0.1817 -5.1323 -0.087 -0.409 -0.089
H -4.4157 1.2563 -4.1181 0.028 -0.098 0.151
H -5.6965 0.5286 -6.7597 0.511 -0.107 -0.303
H -6.0059 1.8253 -5.7030 0.036 0.009 0.089
H -3.3651 1.6847 -7.2216 0.000 -0.110 0.083
H -4.8020 2.5839 -7.6429 0.218 0.198 -0.018
H -4.6609 3.7307 -5.3494 0.132 -0.221 0.394
H -2.9989 3.0104 -5.2059 -0.111 0.156 0.262
H -3.4376 4.2042 -6.4431 0.308 -0.215 -0.133
C -3.8776 -1.5572 2.8287 -1.646 0.530 0.562
C -2.8424 -1.4161 3.9357 0.514 -1.406 -0.332
C -1.4673 -1.0197 3.4230 0.313 0.497 -0.219
C -0.2915 -1.3097 4.3483 -0.064 -0.011 0.076
C 1.0435 -1.0051 3.6626 -0.678 -0.675 0.418
C 2.2410 -1.4070 4.5026 0.444 -0.339 0.102
H -3.7573 -2.4185 2.1722 0.666 0.212 -0.177
H -4.0814 -0.6418 2.2659 0.484 -0.063 -0.246
H -4.8643 -1.7637 3.2698 0.144 0.027 0.198
H -3.1367 -0.8200 4.7992 -0.252 0.299 -0.256
H -2.7625 -2.4421 4.3230 0.190 0.113 0.251
H -1.4626 0.0474 3.1602 -0.042 0.024 0.061
H -1.2413 -1.5267 2.4773 -0.266 -0.145 -0.001
H -0.3376 -0.7094 5.2640 -0.187 -0.089 0.055
H -0.3569 -2.3635 4.6446 0.177 0.003 0.060
H 1.0630 -1.5715 2.7306 0.054 0.280 -0.171
H 1.0075 0.0635 3.4382 0.426 -0.006 -0.091
H 2.1674 -1.0402 5.5292 0.235 0.435 -0.140
H 2.3734 -2.4865 4.6416 -0.572 -0.093 -0.248
H 3.1833 -1.1412 4.0159 0.001 0.486 0.261
C 2.2823 0.9894 0.9476 0.411 0.177 -0.145
C 1.0411 0.2370 0.4659 0.742 0.198 -0.008
C 0.5490 0.7147 -0.8938 -0.548 0.211 0.059
C -0.8135 0.1509 -1.3200 -0.205 0.921 0.146
C -1.9834 0.5810 -0.4307 -0.546 -0.227 -0.078
C -3.2919 0.0055 -0.9833 0.014 0.178 0.375
H 2.1587 2.0697 0.8286 -0.089 -0.041 0.118
H 3.1899 0.7269 0.3977 -0.161 -0.043 -0.268
H 2.5268 0.7936 1.9937 -0.217 -0.032 0.056
H 1.3046 -0.8248 0.4292 -0.339 -0.142 0.145
H 0.2763 0.4092 1.2243 -0.218 -0.325 -0.139
H 1.2660 0.5647 -1.7040 0.247 -0.178 0.172
H 0.4292 1.8016 -0.8141 0.005 0.058 -0.100
H -1.0754 0.5929 -2.2873 0.267 -0.255 -0.224
H -0.8235 -0.9304 -1.4655 0.159 -0.129 0.124
H -1.8939 0.2947 0.6212 0.233 -0.155 -0.080
H -2.0961 1.6698 -0.4358 0.322 0.042 0.007
H -4.1271 0.2499 -0.3231 -0.017 -0.098 -0.011
H -3.5266 0.4371 -1.9582 0.094 -0.172 -0.087
H -3.2196 -1.0818 -1.0598 -0.126 -0.006 -0.123
C 6.1410 3.7416 5.9822 -0.583 0.183 0.123
C 4.6063 3.8796 5.9499 0.528 -0.491 -0.034
C 3.9873 2.7877 5.0728 0.109 0.480 -0.428
C 2.4673 2.8972 4.9615 0.291 0.005 0.447
C 1.7732 2.4370 6.2461 -1.007 -0.038 -0.514
C 0.2495 2.3493 6.0624 0.135 -0.828 -0.131
H 6.5283 3.3957 5.0235 0.019 0.057 -0.051
H 6.4036 3.0081 6.7444 0.273 0.054 -0.028
H 6.5876 4.7091 6.2113 0.231 -0.147 0.135
H 4.2450 3.8133 6.9783 -0.153 0.030 -0.019
H 4.3268 4.8697 5.5831 -0.095 -0.059 -0.154
H 4.3017 1.7878 5.3892 -0.195 0.005 0.353
H 4.4548 2.8738 4.0860 -0.156 0.145 -0.070
H 2.1800 3.9304 4.7412 0.086 0.070 0.025
H 2.1051 2.3185 4.1063 -0.030 -0.211 0.122
H 2.1283 1.4341 6.4941 0.135 0.030 0.104
H 1.9392 3.0859 7.1066 0.457 0.058 -0.093
H 0.0209 1.7867 5.1505 0.008 0.137 -0.088
H -0.1764 1.7399 6.8634 -0.166 0.319 0.137
H -0.2653 3.3066 5.9981 0.123 0.083 0.104
C 2.4434 5.5233 -4.2345 0.196 0.207 -0.866
C 2.8185 4.6926 -3.0266 -0.103 -0.120 0.173
C 2.4955 5.3508 -1.6773 0.294 -0.464 -0.408
C 3.2170 4.6554 -0.5170 -0.827 -0.401 -0.084
C 2.9469 5.2889 0.8408 0.699 0.553 -0.059
C 3.8594 4.8085 1.9793 -1.187 0.097 0.119
H 1.3764 5.6808 -4.4046 -0.058 -0.155 0.288
H 2.8385 5.0462 -5.1369 -0.181 -0.067 -0.011
H 2.9029 6.5163 -4.2425 0.031 -0.029 0.330
H 2.2730 3.7430 -3.0391 0.032 -0.028 -0.176
H 3.8684 4.4044 -3.1376 0.089 0.221 0.319
H 1.4135 5.2172 -1.5886 -0.046 0.328 0.418
H 2.7036 6.4230 -1.7084 0.092 0.021 0.061
H 2.8367 3.6263 -0.5107 0.234 -0.068 0.049
H 4.2890 4.5763 -0.7110 0.062 0.205 -0.002
H 3.1370 6.3615 0.7132 -0.151 0.055 0.131
H 1.8987 5.2050 1.1333 -0.057 -0.175 -0.114
H 4.8829 5.1409 1.8278 0.132 -0.296 0.052
H 3.4677 5.2323 2.9085 0.317 0.218 0.050
H 3.7573 3.7348 2.1470 0.425 -0.108 -0.334
```
Positions in Å, forces in eV/Å.

2S+1 ... 1
E ... -215765.987 eV
Charge ... 0
SMILES ... FC(F)C(F)(F)COC(F)(F)C(F)F.ClC(Cl)Cl.ClC(Cl)Cl.ClC(Cl)Cl.ClC(Cl)Cl.CCCCCC.CCCCCC.CCCCCC.CCCCCC.CCCCCC
Highest occupied orbital energy ... -10.7 eV
Frontier orbital gap ... 10.97 eV